Entry 1:
{
  "formula": "C36H34InN3O7S4",
  "method": "wB97M-V/def2-TZVPD",
  "charge": -2,
  "gap_ev": 5.6053,
  "energy_ev": -105202.323,
  "spin_multiplicity": 1,
  "relative_energy_kcal_mol": 59.8,
  "e_homo_ev": -1.772,
  "symbols": ["In", "O", "C", "O", "C", "O", "O", "C", "O", "C", "C", "C", "C", "C", "C", "N", "N", "C", "C", "C", "C", "O", "C", "N", "C", "C", "C", "C", "H", "H", "H", "H", "H", "H", "H", "H", "H", "H", "H", "H", "C", "C", "S", "C", "C", "S", "H", "H", "H", "H", "H", "H", "C", "S", "C", "H", "H", "H", "H", "H", "H", "O", "S", "C", "C", "C", "C", "C", "C", "C", "C", "C", "C", "C", "C", "H", "H", "H", "H", "H", "H", "H", "H", "H", "H"],
  "xyz": [[1.3880, -0.9237, -0.2232], [-0.0620, 2.8873, -0.9400], [0.6753, 1.9401, -0.6781], [0.4846, 0.9930, 0.1889], [2.0283, 1.6952, -1.4051], [2.5462, 2.6951, -1.7945], [2.3893, 0.4769, -1.5752], [3.1924, 4.7301, 5.4081], [2.5691, 4.5818, 6.6730], [2.1947, 3.2432, 6.8758], [1.1533, 2.7148, 6.1287], [0.7548, 1.3971, 6.3163], [1.4094, 0.5745, 7.2201], [2.4011, 1.1509, 8.0669], [2.7673, 2.4893, 7.8639], [1.1163, -0.7961, 7.5659], [0.8161, -1.6699, 6.7293], [0.8245, -1.5915, 5.3384], [-0.1957, -2.2851, 4.6899], [-0.4460, -2.3788, 3.3276], [0.3310, -1.6284, 2.4471], [-0.0289, -1.4072, 1.2603], [1.5236, -1.0005, 3.0506], [2.4481, -0.5840, 2.1091], [3.5657, -0.0940, 2.6061], [3.7755, 0.1147, 3.9546], [2.9415, -0.3985, 4.8876], [1.7375, -0.9686, 4.4514], [3.0983, 5.7713, 5.0931], [2.7655, 4.0536, 4.6495], [4.2380, 4.4300, 5.5062], [0.6272, 3.2773, 5.3625], [-0.0468, 0.9840, 5.6849], [2.9057, 0.6268, 8.8877], [3.5456, 3.0218, 8.4120], [-0.8265, -2.8215, 5.3919], [-1.2755, -2.9264, 2.9179], [4.2491, 0.2899, 1.8249], [4.6831, 0.5947, 4.1956], [3.1641, -0.2373, 5.9047], [-0.0861, -4.7021, -3.0938], [0.6064, -3.8371, -2.0597], [0.1433, -2.1610, -2.0738], [1.5598, -4.1698, -1.1627], [2.2681, -5.4933, -1.3344], [2.4693, -3.1508, 0.0022], [0.1297, -5.7415, -2.9900], [0.2978, -4.4277, -4.0534], [-1.1427, -4.5533, -3.0379], [3.0235, -5.4167, -2.1796], [1.6878, -6.3531, -1.5899], [2.7735, -5.7000, -0.3789], [-4.3886, -2.6625, -2.8120], [-5.4438, -2.1322, -1.4600], [-4.2270, -2.4663, -0.1147], [-3.4916, -2.0458, -2.9136], [-5.0139, -2.5327, -3.6782], [-4.1847, -3.7173, -2.6913], [-4.0003, -3.5373, -0.1115], [-4.6836, -2.2576, 0.8485], [-3.3280, -1.8599, -0.2561], [-4.7530, 0.6013, -6.3963], [-3.8843, 0.6508, -5.1607], [-2.1781, 0.2420, -5.5469], [-1.4575, 0.0119, -4.3903], [-0.0899, 0.1137, -4.4550], [0.5071, 0.2078, -5.7167], [-0.2596, 0.2737, -6.9012], [-1.6284, 0.3889, -6.8140], [-3.3828, 2.3666, -4.8971], [-3.7966, 3.2775, -5.8938], [-3.2283, 4.5350, -5.8905], [-2.2823, 4.9164, -4.9277], [-1.9593, 4.0300, -3.8823], [-2.5730, 2.7542, -3.8589], [-1.9487, -0.1717, -3.4013], [0.5570, -0.0541, -3.6067], [1.5939, 0.1782, -5.7711], [0.2176, 0.2273, -7.8777], [-2.2339, 0.6122, -7.6483], [-4.5715, 3.0206, -6.5663], [-3.5886, 5.2908, -6.6120], [-1.8579, 5.9503, -4.8924], [-1.3266, 4.3364, -3.0754], [-2.2724, 2.1361, -3.0512]],
  "mulliken_charge": [1.571, -0.711, 0.578, -0.655, 0.585, -0.704, -0.781, -0.703, -0.487, 0.420, -0.272, -0.134, -0.323, -0.093, -0.447, -0.706, -0.503, 0.043, 0.042, -1.707, 0.962, -0.558, 0.251, -0.162, -0.727, -0.990, -0.819, 1.177, 0.217, 0.312, 0.258, 0.521, 0.360, 0.351, 0.361, 0.357, 0.454, 0.488, 0.480, 0.698, -1.412, 0.272, -0.226, 0.603, -1.700, -0.457, 0.378, 0.306, 0.194, 0.216, 0.436, 0.401, -0.547, -0.133, -0.712, -0.027, 0.326, 0.349, 0.279, 0.338, 0.161, -0.736, 0.508, 0.921, -0.416, -0.431, -0.952, -0.445, -0.548, 0.434, -0.786, -0.208, -0.512, -0.612, -0.522, 0.449, 0.310, 0.426, 0.355, 0.507, 0.477, 0.306, 0.290, 0.557, 0.583]
}


Entry 2:
{
  "formula": "C17H18NO2ReS6SbSe",
  "method": "wB97M-V/def2-TZVPD",
  "gap_ev": [5.4481, 5.6972],
  "energy_ev": -162530.434,
  "spin_multiplicity": 2,
  "e_homo_ev": [-7.283, -7.188],
  "symbols": ["Re", "O", "S", "C", "C", "C", "C", "S", "O", "C", "C", "C", "C", "C", "C", "C", "C", "C", "C", "C", "C", "H", "H", "H", "H", "H", "H", "H", "H", "H", "H", "H", "H", "H", "H", "H", "H", "H", "H", "S", "Sb", "S", "S", "S", "Se", "C", "N"],
  "xyz": [[1.8849, -0.0131, 0.4226], [0.2049, 1.3719, -0.4020], [-0.4932, 2.5660, 0.1864], [-2.2705, 2.0756, 0.2602], [-2.4280, 0.5841, 0.5267], [-2.4425, -0.2506, -0.7537], [-2.4037, -1.7449, -0.4713], [-0.6983, -2.4300, -0.3427], [0.1491, -1.3307, 0.2559], [-0.3912, -2.4941, -2.1087], [-0.6679, -3.6916, -2.7554], [-0.3809, -3.8094, -4.1039], [0.1927, -2.7438, -4.7863], [0.4410, -1.5461, -4.1336], [0.1394, -1.4137, -2.7862], [-0.2376, 2.5117, 1.9697], [0.2036, 1.3892, 2.6464], [0.4692, 1.4687, 4.0050], [0.2732, 2.6652, 4.6787], [-0.2037, 3.7801, 4.0016], [-0.4500, 3.7081, 2.6411], [-2.7132, 2.3780, -0.6905], [-2.6954, 2.6890, 1.0541], [-3.3621, 0.4238, 1.0702], [-1.6214, 0.2432, 1.1785], [-1.6020, 0.0286, -1.3906], [-3.3552, -0.0224, -1.3096], [-2.8446, -2.3222, -1.2837], [-2.9105, -1.9971, 0.4619], [-1.0886, -4.5239, -2.2023], [-0.5912, -4.7360, -4.6203], [0.4495, -2.8511, -5.8317], [0.8808, -0.7142, -4.6663], [0.3309, -0.4811, -2.2782], [0.3283, 0.4233, 2.1542], [0.8295, 0.5963, 4.5333], [0.4966, 2.7305, 5.7349], [-0.3646, 4.7119, 4.5266], [-0.7854, 4.5783, 2.0876], [6.5812, -1.7145, 0.2151], [4.4449, -2.3815, -0.0846], [3.1488, -0.6735, -1.3745], [2.9641, -1.5110, 1.7617], [3.7394, -4.4260, -0.7380], [3.0847, 4.4897, 1.0959], [2.9383, 2.7909, 0.8905], [2.8269, 1.6184, 0.7552]],
  "mulliken_charge": [1.189, -0.381, 0.185, -0.988, -0.276, -0.439, -0.999, 0.050, -0.307, 0.809, -0.557, -0.538, -0.474, -1.103, -0.306, 1.093, -0.322, -1.218, -0.551, -0.611, -0.665, 0.491, 0.517, 0.516, -0.014, 0.077, 0.499, 0.525, 0.490, 0.441, 0.395, 0.401, 0.422, 0.620, 0.616, 0.475, 0.406, 0.409, 0.444, -0.561, 0.748, -0.346, -0.332, -0.593, -0.129, 0.531, -0.642]
}


Entry 3:
{
  "formula": "C3H8NO2S",
  "method": "wB97M-V/def2-TZVPD",
  "charge": 1,
  "gap_ev": 9.8801,
  "energy_ev": -19653.736,
  "spin_multiplicity": 1,
  "relative_energy_kcal_mol": 25.0,
  "e_homo_ev": -13.269,
  "symbols": ["O", "C", "O", "N", "C", "C", "S", "H", "H", "H", "H", "H", "H", "H", "H"],
  "xyz": [[0.1319, -2.4486, -2.0708], [0.0394, -1.3000, -1.5285], [-0.9884, -0.5922, -1.8694], [0.9561, -0.7853, -0.7802], [0.8216, 0.4665, -0.0107], [-0.3365, 0.4826, 1.1352], [-1.1153, 2.1199, 1.1104], [-0.6585, -2.5962, -2.5786], [-1.0600, 0.1907, -1.2054], [1.6388, -1.4632, -0.6094], [0.8778, 1.4073, -0.5688], [1.8092, 0.5811, 0.5087], [-1.2238, -0.1876, 0.8984], [0.2186, 0.1884, 2.0819], [-0.0365, 2.8950, 1.1954]],
  "mulliken_charge": [-0.367, 0.804, -0.461, -0.054, -1.073, -0.421, -0.121, 0.386, 0.401, 0.246, 0.425, 0.412, 0.329, 0.342, 0.153]
}